No. 1
{"formula": "C45H35BrCl2CuO8", "method": "ωB97M-V/def2-TZVPD", "species": ["C", "Cl", "C", "H", "C", "C", "O", "C", "H", "H", "C", "C", "Br", "C", "H", "H", "O", "C", "C", "C", "H", "H", "Cl", "H", "C", "C", "H", "Cu", "C", "H", "H", "C", "C", "C", "C", "C", "C", "C", "H", "H", "H", "C", "C", "C", "C", "C", "C", "C", "C", "H", "C", "O", "H", "O", "C", "C", "H", "H", "H", "C", "H", "H", "H", "H", "C", "H", "H", "H", "C", "C", "C", "H", "H", "H", "C", "C", "H", "C", "C", "C", "O", "O", "O", "H", "C", "C", "O", "H", "H", "H", "H", "C"], "positions_angstrom": [[-3.520088, 1.109574, 0.231177], [1.793023, -6.299971, -0.627427], [0.668882, -3.871571, 0.205895], [-0.600474, 1.724295, 0.328701], [-3.114376, -1.585188, 4.765944], [1.267996, 5.016340, -2.200773], [-0.192967, 1.502716, 2.952992], [-2.370469, -1.300822, 5.909872], [-4.099835, 0.920290, -1.812011], [1.334361, 0.237578, 2.174304], [-0.101551, -3.250912, 1.292990], [-0.246703, -0.891483, -5.756065], [-1.263129, -4.459665, -3.623019], [-2.277568, -2.754328, -5.586657], [0.511684, -0.219286, 4.457346], [5.637845, 1.680554, 1.485962], [1.829451, -1.821608, 1.578833], [-1.301918, -0.887616, 3.313714], [-0.820441, 3.864333, 2.794760], [1.459911, 3.061667, 3.704425], [2.206871, 3.731721, 3.213240], [3.233195, 2.071015, 1.565539], [-2.419448, -6.277068, 2.410232], [1.710337, 5.987855, -2.070585], [0.809120, -1.815253, -3.716979], [-2.615050, -1.230941, 3.521737], [-4.104037, 1.985512, 0.441811], [1.094494, -1.323021, -1.075422], [0.502084, -2.021842, 1.975258], [0.627032, -0.276377, -5.800205], [-0.537537, -0.649582, 6.716087], [3.530079, 1.166068, -1.689915], [-1.245266, -2.871588, -4.728782], [5.701576, 1.265119, -0.581513], [0.344439, 4.867990, -3.254368], [-0.176888, -6.029018, 1.065942], [1.292051, 1.545277, -0.538395], [-0.640369, -0.690065, 1.917313], [-2.586931, 1.162987, 2.235912], [1.884842, 2.049317, 3.900222], [-2.904606, -1.341932, 6.889762], [3.615461, 1.697193, 0.665231], [-1.979553, -1.210014, -0.244718], [-1.732216, -0.490536, 0.935623], [1.564983, 4.029517, -1.288756], [-1.310055, -0.847431, -6.656302], [0.318880, 0.658366, 1.889261], [-2.867234, -0.774827, -1.179838], [0.932689, 2.769280, -1.425472], [-0.961287, 3.518482, -4.235124], [2.831238, 1.494318, -0.476495], [0.796583, 2.902475, 1.414635], [2.280001, 4.150848, -0.455841], [0.781093, 0.470438, -1.382167], [-0.516003, -0.696752, 4.484209], [-2.668498, 0.584267, 1.281485], [1.127897, 3.460213, 4.684917], [-3.184959, -1.707076, -7.210444], [-3.128934, -3.448646, -5.454847], [-1.028007, -0.941306, 5.790058], [-2.204173, -3.447998, 2.009881], [6.727615, 1.297572, -0.690933], [-0.129835, -7.102351, 1.225167], [-0.521690, 1.690920, -2.611557], [-3.614071, 0.448150, -1.002218], [0.498326, -2.180314, 3.106025], [-3.301004, -1.181358, 2.678306], [-1.287521, 3.860234, 3.782004], [0.442513, 1.661774, 0.753495], [-0.291467, 3.629821, -3.389111], [-2.332628, -1.741197, -6.558191], [0.284285, 5.699465, -4.028730], [-1.565222, 3.813852, 2.065928], [2.964142, 0.913468, -2.567104], [-0.207122, -1.901178, -4.767515], [-1.254147, -3.933359, 1.713088], [-1.325979, -0.123668, -7.515181], [0.697238, -5.354774, 0.224294], [4.938256, 0.982646, -1.711730], [5.034124, 1.577178, 0.599693], [1.364213, -3.224547, -0.697614], [2.050051, -1.891493, -3.739884], [0.021076, -1.558557, -2.704750], [5.459273, 0.690954, -2.589064], [-0.008356, 2.636919, -2.444149], [0.316475, 2.821159, 2.787961], [2.015023, -0.943112, 0.431617], [-0.262218, 4.824088, 2.682396], [-4.141494, -1.906607, 4.846386], [-1.355343, -2.117317, -0.498832], [-2.914427, -1.302687, -2.126942], [-1.267614, -5.337564, 1.613994]], "forces_ev_per_a": [[1.155, -1.906, 1.112], [1.237, -0.357, -1.007], [1.168, -0.493, -0.572], [0.781, 0.329, 0.313], [0.147, 1.108, 0.493], [-0.469, 0.852, -0.288], [0.014, 0.925, -0.368], [-0.662, -0.878, 0.409], [-0.760, 0.150, -0.771], [-0.993, 0.820, -0.223], [0.755, -0.678, -1.342], [-0.318, -1.732, 0.606], [0.318, 0.860, -0.104], [-2.097, -0.222, -0.749], [-1.308, -1.003, -0.350], [-0.069, 0.337, 0.368], [-0.249, 0.514, 0.402], [1.776, 1.205, 1.000], [2.366, 0.804, 2.552], [0.944, -0.108, 0.877], [-0.557, -0.496, 0.579], [-0.888, 0.038, 1.173], [-1.613, -0.775, 0.782], [0.359, 0.309, -0.034], [0.221, 0.262, 2.522], [-0.658, -0.717, -0.621], [-0.156, 0.359, -0.029], [-0.384, -0.763, -0.549], [-2.393, 0.944, -0.764], [0.152, 0.576, -0.137], [0.476, -0.099, -0.417], [0.756, -0.622, 1.402], [1.490, 0.271, 0.371], [-2.842, -0.016, 0.123], [0.803, 0.219, -0.441], [-0.697, 0.466, -0.490], [-0.728, -1.291, -2.261], [2.263, 0.339, 1.234], [0.059, -0.786, -0.994], [0.130, 0.850, -0.176], [0.800, -0.215, -0.719], [1.818, -0.144, -1.707], [1.834, -0.930, 0.665], [-2.360, 1.123, -0.032], [-0.343, -1.354, 0.322], [0.691, 1.356, -1.204], [1.315, -1.905, 1.822], [-1.621, 2.097, -0.798], [0.157, 1.124, 0.146], [-0.107, -0.495, 0.227], [0.995, -0.430, -0.472], [0.121, -1.184, 0.698], [-0.391, 0.173, -0.671], [0.778, 1.910, 1.738], [0.731, 0.168, 1.383], [0.549, 0.287, -2.400], [0.206, -0.043, -0.525], [-0.199, 0.076, -0.256], [0.591, 0.392, -0.398], [-0.795, 0.981, -1.212], [1.044, -0.080, 0.579], [2.113, -0.253, 0.235], [0.108, 0.100, -0.306], [0.354, 0.031, 0.449], [1.942, -1.476, 1.451], [0.493, -0.166, -1.690], [0.156, -0.559, 0.139], [-0.129, 0.124, 0.088], [-1.278, 0.314, -1.193], [0.715, 1.402, 0.476], [-0.410, -0.920, 0.689], [-0.243, -1.168, 1.126], [-0.834, -0.652, -1.436], [-0.297, 0.027, -0.197], [-0.537, -0.364, -2.278], [-0.321, -0.878, -0.063], [0.115, -0.543, 1.086], [-1.693, 1.921, 1.842], [-1.699, 1.092, 0.901], [-0.678, -0.040, -0.440], [-1.260, -1.504, 1.461], [-1.876, 0.135, -0.492], [1.678, -0.597, -0.137], [0.069, -0.204, -0.893], [-0.691, -0.573, -0.904], [-1.722, -0.201, -2.802], [0.319, 0.174, 2.005], [-0.650, -0.381, 0.062], [-0.158, 0.046, 0.049], [-0.766, 1.249, 0.390], [-0.070, 0.065, 0.054], [1.915, 1.296, -0.491]], "mulliken_charge": [-0.99, -0.28, 0.43, -0.16, -0.97, -0.77, -0.26, -0.50, 0.44, 0.81, -0.41, -0.67, -0.19, -0.17, 0.13, 0.39, -0.65, 0.25, -2.03, -1.55, 0.25, 0.36, -0.32, 0.36, 0.45, -0.53, 0.37, -0.10, 0.64, 0.47, 0.34, -0.91, -0.13, -0.68, -0.48, -0.77, 1.96, 2.15, 0.41, 0.37, 0.31, 0.19, 0.33, 0.80, -0.29, -0.47, -0.67, -0.53, -0.14, 0.44, 0.25, -0.17, 0.34, 1.18, -0.22, -0.25, 0.42, 0.37, 0.31, -1.29, 0.31, 0.48, 0.38, 0.23, -0.94, 0.59, 0.36, 0.44, -0.96, -0.89, -0.63, 0.25, 0.38, 0.45, 0.21, -0.55, 0.28, 0.13, -1.02, -0.88, -0.51, -0.68, 0.17, 0.46, -0.22, 1.48, -0.59, 0.39, 0.44, -0.34, 0.39, 0.41], "molar_mass_g_mol": 918.12, "e_homo_ev": [-1.847, -1.814], "charge": -2, "s_squared": 0.75, "relative_energy_ev": 3.272, "lumo_ev": [4.208, 4.208], "multiplicity": 2}

No. 2
{"formula": "C3H9BS3", "method": "ωB97M-V/def2-TZVPD", "species": ["H", "C", "H", "H", "S", "H", "C", "H", "S", "H", "S", "C", "B", "H", "H", "H"], "positions_angstrom": [[-1.265477, -2.599727, 0.769237], [-0.557860, -2.837211, -0.051763], [3.002678, 0.443634, 1.016812], [-2.554900, 2.189871, -0.969196], [-1.846362, 0.140547, -0.227575], [3.190729, 0.443109, -0.748824], [-2.290932, 1.880268, 0.098329], [-0.301986, -3.908593, -0.148214], [0.943325, -1.895074, -0.015332], [-3.178490, 1.913338, 0.782731], [0.990263, 1.413324, 0.044186], [2.804334, 1.004112, 0.035585], [0.238161, -0.175316, -0.056925], [-1.068125, -2.514111, -1.034441], [-1.506305, 2.530896, 0.294598], [3.400953, 1.970927, 0.210795]], "forces_ev_per_a": [[0.684, -0.364, -0.373], [-1.835, 0.038, -1.891], [-0.303, 0.525, -1.457], [-0.350, -0.047, 1.572], [2.481, -1.316, 0.671], [0.238, -0.791, -1.668], [-1.940, -0.901, -2.636], [-0.219, 0.595, 0.314], [0.176, 2.043, 0.272], [1.096, 0.122, -0.617], [1.537, -0.242, -0.462], [0.211, 1.770, 4.287], [-2.666, -0.244, -0.014], [0.484, -0.816, 1.532], [1.453, 0.925, 1.164], [-1.048, -1.298, -0.695]], "nbo_charge": [0.24, -0.76, 0.23, 0.22, -0.07, 0.22, -0.73, 0.24, 0.08, 0.23, 0.07, -0.73, 0.08, 0.23, 0.22, 0.24], "molar_mass_g_mol": 152.12, "smiles": "CSB(SC)SC", "e_homo_ev": -8.518, "relative_energy_ev": 0.740, "lumo_ev": 0.493}